{
  "formula": "CH4Cl4Si2",
  "method": "ωB97M-V with the def2-TZVPD basis set",
  "total_energy_ha": -2460.43559,
  "spin_multiplicity": 1,
  "fmax_ha_per_bohr": 0.068,
  "gap_ha": 0.39559,
  "charge": 0,
  "smiles": "Cl[SiH2]C[Si](Cl)(Cl)Cl",
  "homo_ev": -10.344,
  "symbols": ["C", "Si", "Si", "Cl", "Cl", "Cl", "Cl", "H", "H", "H", "H"],
  "positions_angstrom": [[0.74, 0.35, -1.37], [-0.32, 1.37, -0.23], [1.76, -1.48, -0.75], [-1.27, 0.04, 0.93], [0.66, -2.84, -1.71], [1.85, -1.72, 1.25], [3.66, -1.55, -1.55], [1.69, 0.89, -1.50], [0.24, -0.15, -2.25], [0.79, 2.12, 0.63], [-1.13, 2.28, -0.97]]
}